Density functional theory data (ωB97M-V with the def2-TZVPD basis set) for a single C14H20FNO8 molecule at a distorted geometry.

Element x y z (Å)
1 C 0.1690 3.1366 3.3857
2 C 0.1480 2.2708 2.1345
3 O -0.7165 2.4687 1.3009
4 N 0.8090 1.0882 2.2604
5 C 0.7977 -0.1323 1.4251
6 C -0.5528 -0.7994 1.1080
7 O -0.8176 -1.4873 2.2376
8 C -1.7631 -1.0008 3.0853
9 C -2.8146 -1.9855 3.6548
10 O -1.6364 -0.0451 3.8226
11 O -0.3687 -1.8559 0.1892
12 C 0.0694 -1.4409 -1.1484
13 C 0.9918 -2.5824 -1.5848
14 O 0.7583 -2.9898 -2.9869
15 C 1.0781 -2.1037 -3.8972
16 C 0.2788 -2.1408 -5.1187
17 O 2.1811 -1.5352 -3.8610
18 C 0.7923 -0.0529 -1.1203
19 O -0.2175 0.9910 -1.3781
20 C 0.1998 2.2823 -1.5009
21 C -0.7574 3.4619 -1.5330
22 O 1.3356 2.5730 -1.8561
23 C 1.6352 0.2494 0.1177
24 F 2.7638 -0.4889 -0.0003
25 H -0.5608 3.9434 3.2317
26 H 1.2278 3.4667 3.5497
27 H -0.1975 2.4610 4.1818
28 H 1.4473 1.0478 3.1002
29 H 1.4603 -0.8413 2.0588
30 H -1.3615 -0.0744 0.7977
31 H -2.5163 -3.0475 3.2780
32 H -3.8497 -1.8767 3.1101
33 H -2.8067 -1.9461 4.7715
34 H -0.6896 -1.4129 -1.8686
35 H 0.7165 -3.4192 -0.8604
36 H 2.1009 -2.3406 -1.7016
37 H -0.6327 -2.7046 -4.9223
38 H 0.0118 -1.0814 -5.2171
39 H 0.7730 -2.6615 -5.8469
40 H 1.5495 -0.0584 -1.8956
41 H -1.2999 3.5195 -2.4834
42 H -1.5647 3.5047 -0.7151
43 H -0.1812 4.3923 -1.4774
44 H 2.0102 1.2483 0.1730

Properties
LUMO energy   0.5 eV
Structure (SMILES)   CC(=O)N[C@H]1[C@H](OC(C)=O)O[C@H](COC(C)=O)[C@@H](OC(C)=O)[C@@H]1F
Energy relative to the best compared isomer or geometry (same formula, charge and spin)   0.589 eV
HOMO level   -9.7 eV

Results of the natural (NBO) charge analysis, in e, for atoms 1 through 4:
1. C -0.710
2. C 0.686
3. O -0.649
4. N -0.628


Density functional theory data (ωB97M-V with the def2-TZVPD basis set) for a single C3H3FN2O molecule.

Element x y z (Å)
1 O 1.2491 -0.1373 1.8249
2 C 0.5513 0.0345 0.6889
3 N 0.6944 1.0188 -0.1565
4 C -0.2423 0.7412 -1.1091
5 F -0.3886 1.5394 -2.1579
6 C -0.9432 -0.3942 -0.8553
7 N -0.4073 -0.8481 0.3506
8 H 1.8867 0.6122 1.8778
9 H -1.7462 -0.9110 -1.3659
10 H -0.6540 -1.6555 0.9026

Properties
LUMO energy   0.7 eV
Structure (SMILES)   Oc1nc(F)c[nH]1
Energy relative to the best compared isomer or geometry (same formula, charge and spin)   0.166 eV
HOMO level   -8.5 eV

Results of the natural (NBO) charge analysis, in e, for atoms 1 through 4:
1. O -0.663
2. C 0.634
3. N -0.556
4. C 0.492


Density functional theory data (ωB97M-V with the def2-TZVPD basis set) for a gas-phase ion, C6H9N2O3S (charge +1) at a distorted geometry.

Element x y z (Å)
1 C 2.6227 1.2480 -1.9490
2 O 1.2645 0.9303 -1.8492
3 C 0.9641 0.4349 -0.5849
4 C -0.4955 0.1436 -0.5295
5 C -1.0908 -0.4152 0.5019
6 N -2.4814 -0.6475 0.5264
7 C -2.9971 -1.4758 1.5722
8 N -3.2985 -0.0943 -0.3250
9 O -4.4457 -0.3934 -0.3115
10 C -2.9258 0.6982 -1.5818
11 O -3.8092 1.1879 -2.1963
12 S -1.2587 0.8235 -1.9802
13 H 3.1553 0.2424 -2.0031
14 H 3.1246 1.5332 -1.0609
15 H 2.8174 1.7944 -2.8840
16 H 1.2285 1.1643 0.0996
17 H 1.4912 -0.4440 -0.4723
18 H -0.4591 -0.6459 1.4061
19 H -2.6928 -1.1039 2.4436
20 H -4.0866 -1.3310 1.6939
21 H -2.8394 -2.5001 1.4117

Properties
LUMO energy (alpha / beta)   -5.9 / -5.9 eV
Net charge   +1
Structure (SMILES)   COCc1cn(C)[n+](=O)c(=O)s1
Energy relative to the best compared isomer or geometry (same formula, charge and spin)   1.042 eV
HOMO level (alpha / beta)   -13.5 / -13.5 eV

Results of the natural (NBO) charge analysis, in e, for atoms 1 through 4:
1. C -0.268
2. O -0.534
3. C -0.103
4. C -0.125


Density functional theory data (ωB97M-V with the def2-TZVPD basis set) for a molecular structure, C7H12N5 at a distorted geometry.

Element x y z (Å)
1 C -2.6594 0.5653 -0.0188
2 C -0.1378 -0.5961 0.1759
3 C -0.3236 0.7100 -0.0249
4 C -1.8112 -1.5422 0.2159
5 C 1.8312 0.4485 -0.3466
6 C -1.6725 2.7036 0.0661
7 C 1.9524 -2.0397 0.1133
8 N -2.8023 -0.7335 0.1978
9 N 0.8875 1.4263 0.0019
10 N -1.5633 1.2453 0.0860
11 N 1.1568 -0.8639 -0.1369
12 N -1.6487 -2.7920 0.3647
13 H -3.6229 1.2454 0.0676
14 H 2.1945 0.4313 -1.4377
15 H 2.7916 0.4380 0.1669
16 H -1.2650 3.1497 -0.8338
17 H -2.6758 2.9291 0.3698
18 H -1.1633 3.1406 0.9016
19 H 3.0401 -1.8441 -0.0096
20 H 1.7129 -2.3492 1.1626
21 H 1.6661 -2.9325 -0.4341
22 H 1.0688 2.2709 -0.5144
23 H -0.7065 -3.1740 0.4013
24 H -2.4257 -3.5309 0.4435

Properties
LUMO energy (alpha / beta)   -3.5 / -3.5 eV
Net charge   +1
Energy relative to the best compared isomer or geometry (same formula, charge and spin)   2.501 eV
HOMO level (alpha / beta)   -10.7 / -10.7 eV

Results of the natural (NBO) charge analysis, in e, for atoms 1 through 4:
1. C 0.321
2. C 0.129
3. C 0.210
4. C 0.581